Record 1
{"formula": "H20N2O26S5Zn2", "method": "ωB97M-V with the def2-TZVPD basis set", "spin_multiplicity": 2, "s_squared": 0.7612, "total_energy_ha": -7627.5006, "total_charge": -3, "symbols": ["Zn", "Zn", "N", "H", "H", "H", "H", "N", "H", "H", "H", "H", "S", "O", "O", "O", "O", "S", "O", "O", "O", "O", "S", "O", "O", "O", "O", "S", "O", "O", "O", "O", "S", "O", "O", "O", "O", "O", "H", "H", "O", "H", "H", "O", "H", "H", "O", "H", "H", "O", "H", "H", "O", "H", "H"], "positions_angstrom": [[-0.7396, 2.2017, -1.6284], [-2.7310, -1.7615, 0.0323], [1.2618, 2.0722, 1.7910], [1.2557, 1.1801, 1.3175], [1.8338, 2.8254, 1.4365], [1.2861, 1.7517, 2.7485], [0.3126, 2.4087, 1.7148], [1.0736, -1.8327, 3.0266], [0.0745, -1.8808, 3.1667], [1.5237, -2.7366, 3.0049], [1.4780, -1.3871, 3.8377], [1.3579, -1.2331, 2.2652], [0.2937, -0.4280, -0.0633], [-0.8791, -1.1108, 0.3812], [-0.0172, 0.9437, -0.4787], [1.2528, -0.4880, 1.0288], [0.8868, -1.1671, -1.1158], [1.7704, 4.3722, -0.6270], [2.7944, 4.0576, -1.6001], [1.3871, 5.7495, -0.7971], [0.6392, 3.5106, -0.9100], [2.3412, 4.1090, 0.7145], [-2.8325, -1.9514, 3.3730], [-3.7351, -2.8930, 4.0235], [-3.2647, -0.6566, 3.8224], [-1.4444, -2.0361, 3.8156], [-2.9756, -2.1479, 1.9310], [-2.3633, 3.1873, 0.9749], [-2.0997, 2.7786, -0.3759], [-3.5827, 2.5846, 1.4000], [-1.2708, 2.7286, 1.8212], [-2.5201, 4.6203, 1.0872], [-2.6473, -0.2839, -2.8437], [-2.5516, -1.3196, -1.8195], [-4.0667, 0.0871, -2.8659], [-1.9265, 0.9021, -2.4639], [-2.1908, -0.8479, -4.0914], [2.8226, -0.8173, -2.6391], [3.2757, -0.3176, -1.9600], [2.0060, -1.0980, -2.2260], [0.0651, -2.3236, -3.5317], [-0.8636, -2.3126, -3.7634], [0.0862, -2.0590, -2.6121], [3.6575, 0.4519, 0.1119], [4.1943, 0.1703, 0.8527], [2.7948, 0.0744, 0.2834], [1.8436, -3.4732, -0.1695], [1.6777, -2.7196, -0.7360], [0.9842, -3.8775, -0.0501], [0.7432, 1.5581, -2.9589], [1.3190, 0.8172, -2.7699], [1.0788, 1.9196, -3.7793], [-1.7262, -3.6179, -0.4030], [-1.1267, -3.9010, 0.2874], [-1.8169, -4.3831, -0.9708]], "mulliken_spin": [-0.002, 0.002, 0.002, -0.002, 0.002, 0.000, -0.003, 0.000, 0.000, 0.000, 0.000, 0.000, -0.007, 0.001, 0.003, 0.000, 0.000, 0.000, 0.000, 0.001, 0.000, 0.000, 0.000, 0.000, 0.000, 0.000, 0.000, -0.081, 0.020, 0.451, 0.172, 0.443, 0.000, 0.000, 0.000, 0.001, 0.000, 0.000, 0.000, 0.000, 0.000, 0.000, 0.000, 0.000, 0.000, 0.000, 0.000, 0.000, 0.000, 0.000, 0.000, 0.000, 0.000, 0.000, 0.000]}


Record 2
{"formula": "C4H2FOS", "method": "ωB97M-V with the def2-TZVPD basis set", "smiles": "FC#CO/C=C/[S-]", "relative_energy_ev": 1.790, "total_charge": -1, "symbols": ["F", "C", "C", "O", "C", "C", "S", "H", "H"], "positions_angstrom": [[-3.2589, -1.1760, 0.0591], [-2.2903, -0.2864, -0.1892], [-1.2927, 0.3274, 0.1583], [-0.3755, 1.1796, 0.1683], [1.0233, 0.7910, -0.1741], [1.3855, -0.4736, 0.1610], [2.9540, -1.0953, 0.0125], [1.3832, 1.6819, -0.6443], [0.4713, -0.9486, 0.4484]], "mulliken_charge": [-0.245, 0.085, 0.221, -0.409, -0.277, -0.396, -0.541, 0.345, 0.218]}


Record 3
{"formula": "C4H6O2Rh", "method": "ωB97M-V with the def2-TZVPD basis set", "spin_multiplicity": 5, "relative_energy_ev": 4.631, "s_squared": 6.0362, "total_charge": 1, "symbols": ["O", "C", "H", "H", "C", "C", "C", "O", "Rh", "H", "H", "H", "H"], "positions_angstrom": [[1.2313, -0.0049, 1.4486], [1.3123, 0.8915, 0.4895], [-0.2059, -0.0765, 1.5307], [2.0662, 1.5981, 0.9386], [-1.9524, -0.0770, 1.1767], [-1.9649, -0.7496, 0.0075], [-0.8224, -0.9025, -0.9628], [0.1193, 0.1408, -1.1208], [-0.1009, 1.9019, -0.6191], [-2.5629, -1.6791, 0.0036], [-2.8005, -0.2877, 1.8468], [-1.1898, -1.3203, -1.9128], [-0.1408, -1.6612, -0.5280]], "mulliken_spin": [0.118, 0.290, -0.001, 0.078, 0.693, 0.038, 0.014, 0.409, 2.205, 0.052, 0.050, 0.025, 0.029]}